No. 1
Computed, not measured: a cluster of 2 separate species, O2 in total, with the ωB97M-V functional and the def2-TZVPD basis.

ORCA input file:
```
! wB97M-V def2-TZVPD RIJCOSX def2/J DEFGRID3
* xyz 0 1
O 0.000 0.000 1.009
O 0.000 0.000 -1.009
*
```

The energy above the lowest of the compared OMol25 structures with the same formula, charge and spin comes out at 675.4 kJ/mol. As for the HOMO-LUMO gap: 7.21 eV.



No. 2
Computed, not measured: the ion O2P with charge -1, with the ωB97M-V functional and the def2-TZVPD basis.

ORCA input file:
```
! wB97M-V def2-TZVPD RIJCOSX def2/J DEFGRID3
* xyz -1 1
O -0.752 0.887 0.887
P 0.459 -0.294 0.265
O 0.293 -0.594 -1.152
*
```

The energy above the lowest of the compared OMol25 structures with the same formula, charge and spin comes out at 115.9 kJ/mol. As for the HOMO-LUMO gap: 8.77 eV. Its SMILES is O=P[O-].



No. 3
Computed, not measured: the molecule O2S2, with the ωB97M-V functional and the def2-TZVPD basis.

ORCA input file:
```
! wB97M-V def2-TZVPD RIJCOSX def2/J DEFGRID3
* xyz 0 1
O -0.751 -0.080 -0.644
O -0.130 -0.106 1.062
S 0.512 0.255 -1.440
S 1.264 0.091 0.754
*
```

The energy above the lowest of the compared OMol25 structures with the same formula, charge and spin comes out at 245.4 kJ/mol. As for the HOMO-LUMO gap (alpha / beta): 8.28 / 8.02 eV.



No. 4
Computed, not measured: a structure of composition O4Rb5S, with the ωB97M-V functional and the def2-TZVPD basis.

ORCA input file:
```
! wB97M-V def2-TZVPD RIJCOSX def2/J DEFGRID3
* xyz 4 2
Rb -13.441 6.696 4.040
Rb -10.797 8.104 1.300
Rb -16.704 7.779 1.839
Rb -12.407 4.837 -1.388
Rb -13.909 10.647 1.252
S -14.014 7.452 -0.136
O -13.819 7.726 1.253
O -12.788 7.449 -0.820
O -14.486 6.096 -0.340
O -14.938 8.426 -0.550
*
```

As for the HOMO-LUMO gap (alpha / beta): 11.43 / 6.98 eV. The expectation value of S² is 0.760.



No. 5
Computed, not measured: a cluster of 2 separate species, O4S2 in total, with the ωB97M-V functional and the def2-TZVPD basis.

ORCA input file:
```
! wB97M-V def2-TZVPD RIJCOSX def2/J DEFGRID3
* xyz 0 1
O -1.939 0.421 0.312
O -3.841 -1.089 0.423
O 1.833 -0.730 -0.403
O 3.592 0.984 -0.240
S -3.041 -0.182 -0.366
S 2.382 0.395 0.323
*
```

The energy above the lowest of the compared OMol25 structures with the same formula, charge and spin comes out at 6.3 kJ/mol. As for the HOMO-LUMO gap: 10.74 eV.



No. 6
Computed, not measured: a cluster of 2 separate species, S2 in total, with the ωB97M-V functional and the def2-TZVPD basis.

ORCA input file:
```
! wB97M-V def2-TZVPD RIJCOSX def2/J DEFGRID3
* xyz 0 1
S 0.212 -0.057 1.796
S -0.212 0.057 -1.796
*
```

The energy above the lowest of the compared OMol25 structures with the same formula, charge and spin comes out at 731.2 kJ/mol. As for the HOMO-LUMO gap: 4.05 eV.



No. 7
Computed, not measured: the molecule S2, with the ωB97M-V functional and the def2-TZVPD basis.

ORCA input file:
```
! wB97M-V def2-TZVPD RIJCOSX def2/J DEFGRID3
* xyz 0 1
S 1.230 -0.267 0.150
S -1.230 0.267 -0.150
*
```

The energy above the lowest of the compared OMol25 structures with the same formula, charge and spin comes out at 292.8 kJ/mol. As for the HOMO-LUMO gap: 5.53 eV.



No. 8
Computed, not measured: a structure of composition S2, with the ωB97M-V functional and the def2-TZVPD basis.

ORCA input file:
```
! wB97M-V def2-TZVPD RIJCOSX def2/J DEFGRID3
* xyz 0 1
S 0.000 0.000 1.369
S 0.000 0.000 -1.369
*
```

The energy above the lowest of the compared OMol25 structures with the same formula, charge and spin comes out at 401.7 kJ/mol. As for the HOMO-LUMO gap: 5.43 eV.



No. 9
Computed, not measured: the ion S2 with charge +1, with the ωB97M-V functional and the def2-TZVPD basis.

ORCA input file:
```
! wB97M-V def2-TZVPD RIJCOSX def2/J DEFGRID3
* xyz 1 2
S -0.428 0.322 0.759
S 0.428 -0.322 -0.759
*
```

The energy above the lowest of the compared OMol25 structures with the same formula, charge and spin comes out at 3.5 kJ/mol. As for the HOMO-LUMO gap (alpha / beta): 6.53 / 9.71 eV. The expectation value of S² is 0.754.



> What is the formula in the second record?

O2P